1.
This record from OMol25 describes a molecular structure, C35H27GeN2O2Pt. The level of theory is ωB97M-V/def2-TZVPD.

Geometry as XYZ:
```
68
Properties=species:S:1:pos:R:3:lowdin_charge:R:1
Pt -1.8211 -2.9664 1.0635 1.08
O -0.1759 0.7887 0.3581 0.09
C -0.8408 -0.3020 0.5159 -0.42
O -0.5138 -1.2045 1.2951 -0.01
C -2.0751 -0.4192 -0.3191 -0.15
C -2.5058 0.6087 -1.1535 0.05
C -3.6596 0.4170 -1.8724 0.06
C -4.3722 -0.7873 -1.7539 -0.12
C -5.5718 -1.0322 -2.4699 0.01
C -6.2319 -2.2132 -2.3204 -0.02
C -5.7283 -3.2074 -1.4464 -0.02
C -4.5773 -3.0074 -0.7425 -0.03
C -3.8737 -1.7909 -0.8828 -0.19
N -2.7217 -1.5742 -0.1849 -0.01
H -1.9342 1.5229 -1.2123 0.14
H -4.0311 1.1913 -2.5319 0.14
H -5.9491 -0.2636 -3.1317 0.13
H -7.1475 -2.3988 -2.8644 0.13
H -6.2723 -4.1356 -1.3341 0.12
H -4.2023 -3.7649 -0.0629 0.09
C -1.1167 -5.2220 -1.8223 -0.18
Ge -0.2635 -4.4932 -0.2592 1.07
C -0.9982 -5.0311 1.4464 -0.43
C -2.1478 -5.8651 1.5015 -0.10
C -2.8762 -5.9745 2.6660 -0.03
C -2.5346 -5.2166 3.7967 -0.03
C -1.4529 -4.3668 3.7639 -0.04
C -0.6743 -4.2507 2.5903 -0.23
C 1.3299 -3.4687 -0.4531 -0.26
C 1.2968 -2.5640 -1.4926 -0.11
C 2.3317 -1.6249 -1.6639 -0.06
C 3.3794 -1.6115 -0.7856 -0.01
C 3.4591 -2.5355 0.2856 -0.15
C 4.5632 -2.5342 1.1731 -0.01
C 4.6521 -3.4570 2.1739 -0.04
C 3.6483 -4.4378 2.3218 -0.04
C 2.5702 -4.4598 1.4827 -0.06
C 2.4310 -3.4971 0.4546 -0.18
H -0.6631 -6.1888 -2.0492 0.05
H -0.9532 -4.5656 -2.6755 0.04
H -2.1852 -5.3544 -1.6654 0.03
H -2.4301 -6.4482 0.6336 0.11
H -3.7218 -6.6482 2.7083 0.13
H -3.1198 -5.3122 4.7013 0.13
H -1.1719 -3.7995 4.6412 0.13
H 0.2593 -3.7005 2.6332 0.10
H 0.4721 -2.5594 -2.1988 0.10
H 2.2993 -0.9370 -2.4982 0.12
H 4.1895 -0.9027 -0.9125 0.13
H 5.3445 -1.7976 1.0330 0.13
H 5.5013 -3.4559 2.8432 0.12
H 3.7478 -5.1884 3.0946 0.12
H 1.8342 -5.2502 1.5833 0.10
C 1.0737 0.9515 1.1442 -0.04
C 1.6653 2.2673 0.7668 -0.20
C 1.3982 3.3999 1.5270 -0.01
C 1.9277 4.6258 1.1615 0.00
C 2.7282 4.7161 0.0261 -0.21
C 3.0052 3.5838 -0.7380 0.00
C 2.4734 2.3644 -0.3621 -0.01
C 3.2777 5.9875 -0.3635 -0.16
N 3.7132 7.0006 -0.6819 0.19
H 0.7973 0.8964 2.1951 0.14
H 1.7119 0.1078 0.8833 0.12
H 0.7799 3.3269 2.4134 0.12
H 1.7290 5.5109 1.7492 0.13
H 3.6355 3.6699 -1.6121 0.13
H 2.6875 1.4786 -0.9483 0.11
```

Results
Spin multiplicity: 2
HOMO energy (spin up / spin down) in eV: -13.73 / -13.73
E_LUMO (spin up / spin down) in Ha: -0.263 / -0.281
Molecular weight in Da: 775.3
Electronic energy in a.u.: -3805.63250
ΔE to the lowest compared entry with this formula, charge and spin in kJ/mol: 0.14
Charge: +2

=====

2.
This record from OMol25 describes a molecular structure, C35H27IrN3O3PS2. The level of theory is ωB97M-V/def2-TZVPD.

Geometry as XYZ:
```
72
Properties=species:S:1:pos:R:3:lowdin_charge:R:1
Ir -0.2789 -0.3019 0.3155 1.02
O -2.4385 -1.7026 0.8954 -0.18
C -2.5940 -3.1003 0.6273 -0.22
C -1.7752 -3.9697 1.5669 -0.15
C -0.3095 -3.5245 1.6727 -0.14
C 0.3441 -3.4681 0.3238 -0.27
C 0.9749 -4.5946 -0.1947 0.01
C 1.4912 -4.5764 -1.4759 -0.02
C 1.3581 -3.4200 -2.2328 -0.03
C 0.7435 -2.3310 -1.6582 -0.15
N 0.2549 -2.3413 -0.4027 -0.06
H -2.7668 -1.4870 1.7791 0.08
H -2.2717 -3.2306 -0.4058 0.12
H -3.6529 -3.3638 0.6793 0.13
H -1.8244 -5.0001 1.2056 0.13
H -2.2187 -3.9714 2.5656 0.12
H 0.2324 -4.2330 2.2995 0.13
H -0.2499 -2.5489 2.1552 0.05
H 1.0487 -5.4802 0.4213 0.13
H 1.9852 -5.4490 -1.8807 0.12
H 1.7303 -3.3526 -3.2443 0.12
H 0.6305 -1.4020 -2.2046 0.11
O 1.8426 2.5402 -0.0685 0.01
C 0.6547 2.4214 -0.3236 -0.65
O 0.1239 1.4280 -0.9774 -0.30
C -0.3560 3.4136 0.1852 -0.14
C 0.0359 4.7190 0.4385 0.01
C -0.8962 5.6508 0.8715 -0.04
C -2.2140 5.2667 1.0758 -0.05
C -2.6009 3.9520 0.8579 -0.06
C -1.6800 3.0167 0.3981 -0.27
P -2.1829 1.2836 0.1820 1.02
C -2.8681 1.1015 -1.4812 -0.35
C -3.6260 -0.0251 -1.8096 -0.10
C -4.0747 -0.2034 -3.1076 -0.07
C -3.7656 0.7315 -4.0872 -0.07
C -3.0105 1.8495 -3.7647 -0.06
C -2.5603 2.0357 -2.4674 -0.07
C -3.5510 1.0641 1.3503 -0.37
C -3.2329 0.7755 2.6778 -0.12
C -4.2370 0.6253 3.6220 -0.06
C -5.5661 0.7643 3.2470 -0.06
C -5.8882 1.0651 1.9312 -0.05
C -4.8863 1.2158 0.9832 -0.08
H 1.0716 4.9889 0.2829 0.13
H -0.5940 6.6733 1.0527 0.11
H -2.9437 5.9877 1.4186 0.11
H -3.6243 3.6605 1.0561 0.11
H -3.8689 -0.7564 -1.0493 0.10
H -4.6713 -1.0719 -3.3540 0.11
H -4.1164 0.5894 -5.1005 0.11
H -2.7735 2.5829 -4.5236 0.11
H -1.9706 2.9087 -2.2227 0.11
H -2.1956 0.6849 2.9838 0.06
H -3.9805 0.4085 4.6504 0.11
H -6.3507 0.6456 3.9820 0.11
H -6.9230 1.1876 1.6412 0.11
H -5.1447 1.4555 -0.0399 0.11
S 0.4285 0.0387 2.4559 0.66
C 2.0691 -0.6080 2.5608 -0.61
C 2.4939 -1.1070 3.7759 -0.04
C 3.7798 -1.6340 3.9136 -0.15
C 4.1732 -2.1812 5.1752 -0.15
N 4.4518 -2.6277 6.1954 0.21
C 4.6612 -1.6230 2.8259 -0.16
C 4.2431 -1.0922 1.6094 -0.02
C 2.9438 -0.6129 1.4481 -0.61
S 2.4332 -0.0658 -0.1127 0.95
C 5.9832 -2.1557 2.9503 -0.16
N 7.0382 -2.5975 3.0462 0.20
H 1.8369 -1.0966 4.6349 0.13
H 4.9291 -1.0622 0.7740 0.13
```

Results
Spin multiplicity: 6
HOMO energy (spin up / spin down) in eV: -10.28 / -11.66
E_LUMO (spin up / spin down) in Ha: -0.107 / -0.208
Molecular weight in Da: 824.9
Electronic energy in a.u.: -2981.70479
ΔE to the lowest compared entry with this formula, charge and spin in kJ/mol: 0.00
Charge: +1

=====

3.
This record from OMol25 describes 2 unconnected molecules or ions with the total composition C35H28F3O7S3. The level of theory is ωB97M-V/def2-TZVPD.

Geometry as XYZ:
```
76
Properties=species:S:1:pos:R:3:lowdin_charge:R:1
C -5.2563 -0.2448 -4.1397 -0.06
O -4.9163 -0.5527 -2.7715 -0.08
C -3.6226 -0.8580 -2.5027 -0.24
C -3.3003 -1.1048 -1.1403 0.02
C -1.9813 -1.2239 -0.8072 -0.01
C -0.9260 -0.9513 -1.7164 -0.20
C 0.4071 -0.7512 -1.2097 -0.01
C 1.4434 -0.3028 -1.9828 -0.34
S 3.1165 -0.9390 -1.8167 0.71
C 3.2955 -2.5423 -2.6494 -0.25
C 3.2573 -3.7007 -1.8707 -0.06
C 3.5399 -4.9420 -2.4455 -0.08
C 3.8747 -5.0231 -3.7987 -0.09
C 3.9358 -3.8641 -4.5743 -0.08
C 3.6457 -2.6199 -4.0020 -0.05
O 3.9686 -0.0779 -2.6101 -0.31
O 3.3940 -1.1421 -0.4081 -0.30
S 1.1763 0.9598 -3.2282 0.70
C 2.4766 2.1696 -3.0047 -0.30
C 3.2302 2.6020 -4.0909 -0.06
C 4.2481 3.5356 -3.8795 -0.07
C 4.4907 4.0205 -2.5908 -0.08
C 3.7150 3.5852 -1.5124 -0.06
C 2.6931 2.6609 -1.7228 -0.06
O 1.4354 0.2871 -4.4923 -0.34
O -0.0669 1.6533 -2.9974 -0.28
C -1.2708 -0.9298 -3.0851 -0.03
C -2.5917 -0.8678 -3.4750 -0.01
H -6.3110 0.0257 -4.1114 0.09
H -4.6492 0.5889 -4.5151 0.10
H -5.0990 -1.1256 -4.7741 0.09
H -4.0977 -1.1851 -0.3907 0.13
H -1.7289 -1.4990 0.2062 0.09
H 0.6155 -0.9870 -0.1720 0.13
H 3.0343 -3.6159 -0.8127 0.11
H 3.5022 -5.8372 -1.8263 0.10
H 4.0928 -5.9932 -4.2460 0.10
H 4.2132 -3.9222 -5.6269 0.10
H 3.7061 -1.7108 -4.5918 0.11
H 3.0325 2.1890 -5.0774 0.11
H 4.8505 3.8699 -4.7270 0.10
H 5.2852 4.7488 -2.4255 0.10
H 3.8951 3.9559 -0.5030 0.11
H 2.0727 2.3007 -0.9078 0.13
H -0.4840 -1.0279 -3.8176 0.10
H -2.8098 -0.7965 -4.5372 0.10
F 3.4927 -0.2133 7.7572 0.08
C 2.9496 1.0346 7.5388 -0.52
F 2.7095 1.5902 8.7652 0.09
F 3.9252 1.8007 6.9427 0.09
C 1.7185 0.9745 6.6706 -0.18
C 0.6855 1.9050 6.7997 -0.05
C -0.3687 1.8759 5.8968 -0.05
C -0.4147 0.9508 4.7943 -0.29
C -1.4525 1.0162 3.8329 -0.25
S -1.9949 -0.3080 2.9030 0.64
C -3.6748 0.1929 2.4551 -0.28
C -4.7849 -0.3458 3.1179 -0.06
C -6.0768 0.0212 2.7318 -0.09
C -6.2653 0.9490 1.7031 -0.10
C -5.1545 1.5304 1.0831 -0.09
C -3.8644 1.1738 1.4818 -0.08
O -1.2029 -0.3715 1.6857 -0.37
O -2.1693 -1.5091 3.6896 -0.34
C 0.6168 -0.0445 4.7782 -0.04
C 1.6729 -0.0041 5.6707 -0.04
H 0.7092 2.6274 7.6130 0.11
H -1.2275 2.5358 6.0341 0.10
H -2.2388 1.7678 3.8900 0.06
H -4.6408 -1.0473 3.9363 0.11
H -6.9426 -0.4205 3.2315 0.10
H -7.2737 1.2142 1.3821 0.10
H -5.2908 2.2601 0.2807 0.10
H -2.9978 1.6471 1.0244 0.12
H 0.5487 -0.8687 4.0690 0.10
H 2.4747 -0.7495 5.6224 0.12
```

Results
HOMO energy in eV: -3.41
E_LUMO in Ha: 0.042
Molecular weight in Da: 713.8
Electronic energy in a.u.: -3371.31279
ΔE to the lowest compared entry with this formula, charge and spin in kJ/mol: 0.00
Charge: -1